Computed, not measured: an isolated molecule of C14H17N3S2, with ωB97M-V/def2-TZVPD.

Summary:
SMILES ... C=CCn1c(CCSCc2ccccc2)n[nH]c1=S
Spin multiplicity ... 1
Frontier orbital gap ... 8.550 eV
Net charge ... 0
HOMO ... -7.9 eV

Last column: natural (NBO) charge in e.
Atoms and positions in Å:
C -2.13 -3.03 1.91  -0.381
C -2.64 -1.86 1.57  -0.188
C -2.83 -1.41 0.15  -0.273
N -2.31 -0.08 -0.06  -0.388
C -1.00 0.34 -0.02  0.369
C 0.16 -0.55 0.18  -0.473
C 0.60 -1.15 -1.16  -0.521
S 2.06 -2.22 -0.97  0.187
C 3.41 -1.03 -1.33  -0.552
C 3.40 0.12 -0.37  0.046
C 3.77 -0.07 0.95  -0.242
C 3.72 0.98 1.85  -0.204
C 3.29 2.23 1.43  -0.220
C 2.93 2.43 0.12  -0.186
C 2.98 1.38 -0.78  -0.254
N -0.92 1.62 -0.22  -0.273
N -2.20 2.04 -0.39  -0.384
C -3.09 1.03 -0.30  0.213
S -4.72 1.08 -0.44  -0.265
H -2.02 -3.33 2.94  0.207
H -1.80 -3.74 1.17  0.192
H -2.97 -1.15 2.32  0.211
H -3.90 -1.34 -0.07  0.270
H -2.37 -2.11 -0.54  0.207
H 0.98 0.04 0.60  0.257
H -0.09 -1.35 0.88  0.240
H -0.18 -1.78 -1.58  0.222
H 0.85 -0.36 -1.87  0.225
H 4.32 -1.62 -1.23  0.237
H 3.29 -0.70 -2.36  0.221
H 4.09 -1.05 1.28  0.216
H 4.01 0.82 2.88  0.215
H 3.25 3.05 2.14  0.215
H 2.59 3.40 -0.22  0.216
H 2.69 1.54 -1.81  0.211
H -2.41 3.01 -0.55  0.427